This record from OMol25 describes an isolated molecule of C11H16N4O5. The level of theory is the ωB97M-V functional and the def2-TZVPD basis.

Each line ends with the natural charge from an NBO analysis.
Geometry (Å):
N  -1.35  2.07  0.82  -0.813
C  -0.66  0.77  1.06  -0.142
C  0.27  0.95  2.17  -0.417
C  1.33  1.96  1.89  -0.511
C  2.57  1.45  1.09  0.819
O  2.79  1.51  -0.11  -0.601
O  3.43  0.72  1.91  -0.713
C  -1.73  -0.34  1.28  0.674
O  -2.80  -0.09  1.89  -0.642
N  -1.58  -1.59  0.74  -0.613
C  -0.48  -2.29  0.06  -0.159
C  -0.64  -2.24  -1.50  -0.461
C  -0.56  -0.96  -2.26  0.089
C  -1.55  -0.18  -2.78  -0.107
N  -0.94  1.07  -3.07  -0.501
C  0.37  0.89  -2.94  0.213
N  0.66  -0.29  -2.36  -0.518
C  0.93  -2.02  0.67  0.783
O  1.30  -2.54  1.73  -0.586
O  1.71  -1.21  -0.01  -0.717
H  -1.96  1.94  0.06  0.352
H  -2.02  2.16  1.63  0.369
H  -0.08  0.53  0.14  0.196
H  0.68  -0.01  2.45  0.242
H  -0.42  1.30  2.94  0.223
H  1.77  2.44  2.76  0.240
H  1.05  2.83  1.28  0.250
H  3.94  0.10  1.43  0.498
H  -2.28  -2.14  1.16  0.412
H  -0.57  -3.38  0.35  0.253
H  -1.62  -2.73  -1.87  0.239
H  0.02  -3.02  -2.10  0.246
H  -2.57  -0.42  -3.08  0.229
H  -1.36  1.74  -3.64  0.417
H  1.06  1.72  -2.99  0.222
H  1.30  -0.67  -0.79  0.535

Output
Energy relative to the best compared isomer or geometry (same formula, charge and spin) = 1.725 eV
SMILES = N[C@@H](CCC(=O)O)C(=O)N[C@@H](Cc1c[nH]cn1)C(=O)O
LUMO = 0.41 eV
HOMO level = -9.65 eV
HOMO-LUMO gap = 10.1 eV
DFT total energy = -1024.011043 hartree

This record from OMol25 describes an isolated molecule of C11H16O2. The level of theory is the ωB97M-V functional and the def2-TZVPD basis.

Each line ends with the natural charge from an NBO analysis.
Geometry (Å):
C  -2.06  -2.04  -0.15  -0.652
C  -0.67  -1.74  -0.19  0.032
C  0.31  -2.69  0.37  -0.640
C  -0.36  -0.41  -0.52  -0.039
C  1.16  0.04  -0.67  -0.439
C  1.48  1.00  0.47  -0.225
C  1.90  0.43  1.78  -0.608
C  0.30  1.99  0.73  -0.399
C  -0.51  2.21  -0.46  -0.431
C  -1.01  0.93  -1.02  0.106
O  -2.46  0.92  -1.42  -0.458
C  -1.57  0.82  -2.38  0.799
O  -1.32  0.88  -3.56  -0.544
H  -2.40  -2.45  -1.09  0.226
H  -2.79  -1.11  0.00  0.238
H  -2.21  -2.88  0.56  0.209
H  1.30  -2.40  -0.07  0.225
H  0.00  -3.65  0.35  0.219
H  0.38  -2.38  1.41  0.226
H  1.30  0.44  -1.70  0.228
H  1.86  -0.83  -0.42  0.213
H  2.27  1.69  0.08  0.202
H  1.16  0.09  2.42  0.206
H  2.35  1.25  2.41  0.217
H  2.69  -0.40  1.71  0.207
H  0.69  2.99  0.99  0.214
H  -0.27  1.63  1.61  0.204
H  -1.50  2.82  -0.10  0.237
H  -0.02  2.86  -1.13  0.228

Output
Energy relative to the best compared isomer or geometry (same formula, charge and spin) = 3.091 eV
SMILES = CC(C)=C1C[C@H](C)CC[C@]12OC2=O
LUMO = 0.71 eV
HOMO level = -8.37 eV
HOMO-LUMO gap = 9.1 eV
DFT total energy = -579.091182 hartree

This record from OMol25 describes a structure of composition C11H17B2CrN7. The level of theory is the ωB97M-V functional and the def2-TZVPD basis.

Each line ends with the natural charge from an NBO analysis.
Geometry (Å):
H  1.73  3.63  0.68  0.234
N  0.99  1.89  -0.35  -0.406
B  -0.24  0.36  -2.10  0.579
N  0.25  1.73  -1.53  -0.295
C  0.23  2.92  -2.17  0.049
Cr  2.19  0.74  0.64  1.306
H  -0.20  3.01  -3.16  0.239
C  0.82  3.88  -1.36  -0.340
H  0.94  4.92  -1.60  0.241
C  1.24  3.23  -0.21  -0.022
H  -0.14  0.50  -3.31  -0.055
C  -2.59  -2.47  3.39  -0.844
H  -2.01  -3.08  4.09  0.209
H  -1.91  -1.82  2.83  0.218
H  -3.12  -3.12  2.68  0.209
N  -1.78  -0.03  -1.94  -0.372
N  0.85  -0.67  -1.71  -0.299
N  -2.51  -0.26  -0.76  -0.282
N  1.63  -0.66  -0.55  -0.403
C  -2.61  -0.20  -3.01  -0.030
C  1.36  -1.61  -2.54  0.050
H  -2.23  -0.07  -4.02  0.213
H  0.99  -1.73  -3.55  0.239
C  -3.87  -0.55  -2.55  -0.367
C  2.36  -2.30  -1.88  -0.341
C  -3.76  -0.58  -1.13  -0.051
C  2.48  -1.73  -0.62  -0.018
H  -4.75  -0.77  -3.14  0.223
H  2.96  -3.11  -2.28  0.241
H  -4.56  -0.83  -0.43  0.211
H  3.13  -2.00  0.20  0.234
H  -3.28  -1.89  3.92  0.208
B  2.57  0.39  5.10  -0.641
C  2.57  0.54  3.61  0.564
N  2.59  0.66  2.44  -0.851
H  1.72  1.15  5.51  0.052
H  3.68  0.68  5.49  0.045
H  2.28  -0.76  5.33  0.053

Output
Expectation value of S² = 6.016
Energy relative to the best compared isomer or geometry (same formula, charge and spin) = 1.433 eV
LUMO (alpha / beta) = -0.74 / -0.87 eV
HOMO level (alpha / beta) = -8.78 / -8.78 eV
2S+1 = 5
HOMO-LUMO gap (alpha / beta) = 8.0 / 7.9 eV
DFT total energy = -1906.822799 hartree

Number 1: maximum force 3.88 eV Å⁻¹. Number 2: maximum force 5.99 eV Å⁻¹. Number 3: maximum force 3.31 eV Å⁻¹.